This record from the Open Molecules 2025 dataset describes a structure of composition C15H21BN8OSiTa. The level of theory is ωB97M-V/def2-TZVPD.

Last column: Löwdin spin population.
CARTESIAN COORDINATES (ANGSTROEM)
Ta  0.514  0.701  0.003  0.00
C  -1.319  -0.428  -3.668  0.00
C  -0.470  0.454  -3.059  0.00
N  -0.359  0.145  -1.732  0.00
N  -1.172  -0.967  -1.490  0.00
C  -1.731  -1.298  -2.659  0.00
B  -1.275  -1.686  -0.082  0.01
N  0.173  -2.132  0.353  0.00
C  0.744  -3.285  0.706  0.00
C  2.076  -3.080  1.087  0.00
C  2.293  -1.742  0.950  0.00
N  1.144  -1.130  0.505  0.00
N  -1.781  -0.657  1.003  0.00
C  -2.636  -0.761  2.027  0.00
C  -2.648  0.411  2.781  0.00
C  -1.729  1.232  2.185  0.00
N  -1.175  0.596  1.107  0.00
N  -2.255  -2.868  -0.232  0.12
C  -3.558  -2.955  -0.154  0.20
C  -3.935  -4.297  -0.534  0.44
C  -2.686  -4.922  -0.874  0.04
N  -1.697  -4.104  -0.705  0.16
H  -1.609  -0.454  -4.707  0.00
H  0.075  1.291  -3.474  0.00
H  -2.394  -2.145  -2.744  0.00
H  0.194  -4.211  0.667  0.00
H  2.776  -3.834  1.414  0.00
H  3.186  -1.160  1.133  0.00
H  -3.197  -1.666  2.205  0.00
H  -3.254  0.618  3.650  0.00
H  -1.418  2.232  2.453  0.00
H  -4.217  -2.143  0.125  0.00
H  -4.938  -4.706  -0.559  0.02
H  -2.524  -5.933  -1.226  0.00
C  1.818  4.798  1.401  0.00
Si  2.841  3.817  0.246  0.00
C  2.773  4.216  -1.538  0.00
C  4.357  3.040  0.906  0.00
O  1.592  2.047  0.187  0.00
H  2.346  5.752  1.537  0.00
H  1.740  4.351  2.392  0.00
H  0.831  5.052  1.014  0.00
H  3.390  5.115  -1.671  0.00
H  1.777  4.482  -1.894  0.00
H  3.216  3.449  -2.174  0.00
H  5.090  3.850  1.019  0.00
H  4.804  2.312  0.227  0.00
H  4.223  2.605  1.897  0.00

Properties
**Spin multiplicity**: 2
**Orbital gap (spin up / spin down)**: 7.614 / 5.915 eV
**E_HOMO (spin up / spin down)**: -21.9 / -21.9 eV
**Relative energy (zero: lowest compared OMol25 entry of this formula, charge and spin)**: 0.00 kcal per mole
**Total charge**: +4
**E_LUMO (spin up / spin down)**: -14.25 / -15.95 eV
**Electronic energy**: -1467.398621 hartree



This record from the Open Molecules 2025 dataset describes a structure of composition C15H21FeO7 in a non-equilibrium geometry. The level of theory is ωB97M-V/def2-TZVPD.

Last column: Löwdin spin population.
CARTESIAN COORDINATES (ANGSTROEM)
Fe  0.045  0.007  -0.595  3.77
C  1.861  1.792  -2.418  0.00
C  0.725  1.354  -3.283  0.00
O  0.245  0.028  -3.004  0.03
C  1.136  -1.026  -3.462  0.00
C  1.251  -2.195  -2.472  0.00
O  1.259  -1.674  -1.088  0.03
C  2.318  -2.096  -0.135  0.00
C  2.874  -0.938  0.617  0.00
O  1.860  -0.003  0.913  0.03
C  2.462  1.329  1.085  0.00
C  2.173  2.259  -0.076  0.00
O  1.225  1.737  -1.051  0.03
H  2.215  2.776  -2.680  0.00
H  2.738  1.079  -2.312  0.00
H  0.973  1.500  -4.408  0.00
H  -0.170  1.954  -3.069  0.00
H  2.099  -0.522  -3.564  0.00
H  0.738  -1.430  -4.458  0.00
H  2.194  -2.784  -2.674  0.00
H  0.327  -2.797  -2.620  0.00
H  3.099  -2.586  -0.728  0.00
H  1.745  -2.812  0.500  0.00
H  3.620  -0.462  -0.038  0.00
H  3.430  -1.312  1.464  0.00
H  3.496  1.178  1.385  0.00
H  1.971  1.748  1.984  0.00
H  3.081  2.582  -0.645  0.00
H  1.715  3.146  0.292  0.00
O  -2.856  -2.353  2.052  0.01
C  -3.416  -1.205  2.484  0.00
C  -4.023  -1.059  3.748  0.00
C  -4.606  0.122  4.184  0.00
C  -4.743  1.174  3.226  0.00
C  -4.153  1.015  2.001  0.00
C  -3.247  -0.008  1.696  0.00
C  -2.058  0.087  0.830  0.01
O  -1.670  1.113  0.276  0.03
O  -1.410  -1.063  0.611  0.04
H  -2.118  -1.878  1.180  0.00
H  -3.866  -1.895  4.404  0.00
H  -4.929  0.294  5.224  0.00
H  -5.364  2.049  3.414  0.00
H  -4.242  1.773  1.209  0.00

Properties
**Spin multiplicity**: 5
**Orbital gap (spin up / spin down)**: 7.321 / 6.787 eV
**E_HOMO (spin up / spin down)**: -10.0 / -10.0 eV
**Total charge**: +1
**E_LUMO (spin up / spin down)**: -2.64 / -3.18 eV
**Electronic energy**: -2374.275039 hartree



This record from the Open Molecules 2025 dataset describes an isolated molecule of C15H21N3O5S in a non-equilibrium geometry. The level of theory is ωB97M-V/def2-TZVPD.

Last column: Mulliken charge in e.
CARTESIAN COORDINATES (ANGSTROEM)
C  6.634  2.437  -0.594  -1.10
C  6.719  1.049  0.027  -0.25
O  5.511  0.315  -0.163  -0.35
C  4.515  0.559  0.703  0.50
O  4.606  1.337  1.623  -0.63
C  3.306  -0.240  0.411  0.28
C  2.202  -0.113  1.253  -0.98
C  1.051  -0.833  1.024  0.21
C  0.976  -1.702  -0.066  0.43
N  -0.154  -2.460  -0.353  -0.04
C  -1.399  -2.471  0.271  0.34
O  -1.964  -3.528  0.468  -0.69
N  -1.924  -1.260  0.622  0.09
C  -1.718  -0.048  -0.146  -0.30
C  -2.866  0.130  -1.151  -1.47
N  -4.158  0.093  -0.501  0.16
S  -4.622  1.540  0.226  1.11
C  -5.899  2.083  -0.932  -1.02
O  -5.241  1.268  1.489  -0.64
O  -3.542  2.484  0.182  -0.62
C  -4.350  -1.097  0.305  -1.00
C  -3.206  -1.270  1.305  -0.88
C  2.090  -1.845  -0.899  -0.76
C  3.239  -1.122  -0.667  -0.68
H  6.385  2.362  -1.650  0.29
H  5.867  3.020  -0.090  0.31
H  7.588  2.943  -0.487  0.38
H  7.494  0.449  -0.455  0.30
H  6.921  1.129  1.100  0.32
H  2.273  0.558  2.095  0.46
H  0.213  -0.743  1.696  0.47
H  0.041  -3.347  -0.802  0.28
H  -0.768  -0.082  -0.675  0.50
H  -1.720  0.807  0.537  0.31
H  -2.770  1.095  -1.646  0.47
H  -2.841  -0.671  -1.898  0.45
H  -6.292  3.029  -0.584  0.40
H  -6.671  1.326  -0.944  0.33
H  -5.440  2.193  -1.905  0.32
H  -5.295  -0.988  0.833  0.47
H  -4.397  -1.961  -0.365  0.42
H  -3.305  -2.218  1.834  0.57
H  -3.224  -0.438  2.015  0.38
H  2.042  -2.533  -1.730  0.39
H  4.093  -1.235  -1.316  0.45

Properties
**Orbital gap**: 9.238 eV
**E_HOMO**: -8.7 eV
**SMILES**: CCOC(=O)c1ccc(NC(=O)N2CCN(S(C)(=O)=O)CC2)cc1
**Relative energy (zero: lowest compared OMol25 entry of this formula, charge and spin)**: 0.00 kcal per mole
**E_LUMO**: 0.53 eV
**Electronic energy**: -1522.882370 hartree



This record from the Open Molecules 2025 dataset describes a structure of composition C15H22AlBr5FLiN2NaO11S in a non-equilibrium geometry. The level of theory is ωB97M-V/def2-TZVPD.

Last column: Mulliken charge in e.
CARTESIAN COORDINATES (ANGSTROEM)
C  -0.390  -3.798  2.618  -0.42
C  -1.368  -2.763  2.517  -0.53
C  -2.073  -1.311  2.081  0.50
C  -3.193  -1.031  1.144  0.57
C  -4.018  -2.168  0.298  -0.34
C  -5.634  -2.203  0.568  -0.70
C  -6.128  -1.473  1.949  -0.34
N  -5.855  -2.252  3.217  -0.55
C  -3.298  0.614  1.176  0.33
O  -4.325  1.352  0.672  -0.52
O  -2.075  1.159  1.804  -0.30
C  -1.536  0.114  2.689  0.46
O  -0.794  0.179  3.797  -0.51
H  0.548  -4.527  2.742  0.35
H  -3.864  -1.954  -0.865  0.14
H  -3.551  -3.235  0.512  0.33
H  -6.273  -1.737  -0.310  0.33
H  -5.938  -3.352  0.668  0.28
H  -7.315  -1.374  1.864  0.36
H  -5.729  -0.385  2.113  0.11
H  -5.321  -3.134  3.048  0.22
H  -6.805  -2.447  3.643  0.26
O  1.281  -0.920  -0.766  -0.56
S  1.787  0.013  -1.750  1.22
O  3.063  0.676  -1.596  -0.69
O  0.645  1.137  -2.050  0.12
C  0.097  1.860  -0.958  -0.51
C  1.042  2.947  -0.482  -0.83
C  1.750  -0.771  -3.342  -1.40
H  -0.173  1.184  -0.140  0.33
H  -0.830  2.322  -1.313  0.42
H  1.940  2.517  -0.029  0.14
H  0.557  3.581  0.265  0.46
H  1.370  3.570  -1.320  0.13
H  0.770  -1.227  -3.491  0.06
H  2.527  -1.538  -3.359  0.44
H  1.951  -0.021  -4.110  0.63
Na  4.185  2.149  -2.035  1.02
Br  0.585  4.162  -2.856  -0.38
F  -0.315  2.124  -4.494  -0.48
Al  0.585  -2.946  -2.544  0.63
C  -3.391  -5.257  -4.481  -0.31
Br  -3.966  -3.804  -5.639  0.01
Br  -1.602  -5.876  -4.930  -0.04
Br  -3.542  -4.786  -2.600  0.02
H  -4.073  -6.095  -4.657  0.34
Br  -0.015  3.211  -6.555  0.01
C  5.177  1.781  3.290  -0.67
N  6.331  1.738  2.352  0.77
O  6.112  2.027  1.170  -0.50
O  7.426  1.415  2.829  -0.40
H  4.284  2.078  2.737  0.20
H  5.056  0.780  3.709  0.29
H  5.411  2.512  4.067  0.31
C  7.982  5.347  2.511  0.75
O  8.228  4.480  3.383  -0.65
O  7.201  4.850  1.562  -0.45
O  8.339  6.541  2.405  -0.63
H  7.176  3.979  2.008  0.32
Li  -0.015  -0.015  -4.735  0.88

Properties
**Orbital gap**: 1.162 eV
**E_HOMO**: -8.2 eV
**Total charge**: +1
**E_LUMO**: -7.01 eV
**Electronic energy**: -15301.249165 hartree